Entry 1:
DFT (ωB97M-V/def2-TZVPD) results for C24H69FeO12 as an isolated structure in a non-equilibrium geometry.

Structure (XYZ):
```
106
Properties=species:S:1:pos:R:3:forces:R:3:mulliken_spin:R:1
Fe 3.2887 -0.7503 -2.2355 -2.421 -0.444 2.866 4.114
C -0.4421 0.1885 -0.0939 1.077 -0.065 0.672 0.027
C 0.8512 -0.6316 0.1180 -0.260 -0.325 -0.514 -0.002
O 1.8855 -0.2877 -0.7617 1.131 0.273 -1.333 0.361
H -0.8179 0.1468 -1.1162 0.004 -0.051 0.096 -0.012
H -0.2154 1.2100 0.2115 -0.219 0.242 -0.335 0.004
H -1.1600 -0.1753 0.6412 -0.284 -0.084 -0.241 -0.001
H 0.5949 -1.6893 0.0572 0.000 -0.396 -0.509 0.007
H 1.1811 -0.5561 1.1542 0.167 0.488 0.294 -0.002
C 5.1231 -0.1091 1.3937 -1.265 0.351 0.285 0.010
C 5.7325 -0.0776 0.0332 0.288 -0.368 -0.427 -0.019
O 4.8270 -0.2775 -1.0172 -1.740 -0.560 -2.122 0.228
H 4.2989 0.6041 1.3851 -0.032 0.250 0.328 -0.001
H 5.8555 0.1726 2.1502 -0.045 -0.074 0.053 0.000
H 4.6513 -1.0611 1.6374 0.269 -0.218 -0.001 0.001
H 6.5100 -0.8414 0.0470 0.257 -0.228 -0.532 0.011
H 6.2447 0.8787 -0.0723 0.047 0.229 -0.299 0.012
C -0.1948 -2.2564 -3.9210 -0.022 -0.299 0.400 0.010
C 0.7244 -1.1613 -4.4127 -0.295 -0.340 -0.206 -0.020
O 1.9113 -1.2530 -3.7139 3.290 0.776 1.992 0.197
H 0.2740 -3.2312 -4.0547 0.256 -0.012 -0.105 0.002
H -1.1466 -2.3309 -4.4470 -0.171 0.369 0.184 0.000
H -0.2980 -2.1272 -2.8436 -0.529 0.004 0.062 -0.002
H 0.2782 -0.1706 -4.3260 -0.193 0.142 0.158 0.010
H 0.8508 -1.3554 -5.4777 0.469 0.218 -0.346 0.010
C 0.8271 -3.8852 2.6417 0.050 0.711 1.228 0.001
C 2.2816 -3.4287 2.8852 -1.518 0.514 -1.251 -0.001
O 2.9906 -4.5407 3.2947 1.298 -0.985 0.348 0.000
H 0.1995 -3.1421 2.1497 0.066 0.083 -0.086 -0.001
H 0.4173 -4.0596 3.6365 -0.414 -0.174 -0.041 0.000
H 0.7702 -4.8298 2.1007 0.304 0.139 -0.110 0.000
H 2.4590 -2.6214 3.5958 -0.691 0.177 0.093 0.000
H 2.6012 -3.0201 1.9266 0.787 -0.216 -0.204 0.000
H 3.2068 -4.4216 4.2224 0.107 -0.210 -0.066 0.000
C 2.4072 -4.8560 -2.5365 -0.548 0.228 -1.116 0.002
C 2.2422 -3.7054 -1.5372 -2.257 -1.953 -0.819 -0.019
O 3.3036 -2.8198 -1.5398 1.286 0.384 0.077 0.035
H 3.2604 -5.5256 -2.4278 0.074 0.161 0.503 0.000
H 2.4383 -4.5020 -3.5670 0.372 0.516 -0.018 -0.001
H 1.5034 -5.4618 -2.6013 -0.086 -0.180 0.659 0.000
H 2.1498 -4.1704 -0.5557 -0.131 0.287 0.338 0.000
H 1.3263 -3.1588 -1.7617 0.127 -0.025 0.031 0.014
H 3.9239 -3.3711 -1.0571 1.239 1.022 0.021 0.007
C -3.5732 -1.4751 3.7045 1.219 0.804 2.132 0.000
C -4.2211 -1.3161 2.4235 -1.115 -0.031 -1.694 0.000
O -4.5914 -2.6085 1.9801 -0.318 -1.010 -0.609 0.000
H -4.2599 -1.5855 4.5438 -0.037 -0.410 -0.105 0.000
H -2.9687 -0.6011 3.9472 0.027 0.252 0.046 0.000
H -2.8524 -2.2917 3.6645 -0.199 -0.230 0.026 0.000
H -3.5568 -0.8490 1.6964 0.129 0.065 -0.191 0.000
H -5.1705 -0.7816 2.3921 0.194 0.799 0.562 0.000
H -5.4617 -2.5480 1.5795 0.070 -0.217 -0.136 0.000
C -2.4162 1.9547 -5.1970 -0.511 0.080 0.009 0.000
C -1.6950 1.9936 -3.8546 -0.664 0.414 -0.668 0.001
O -2.2427 3.0219 -3.0437 -0.415 -0.337 -0.736 0.000
H -2.2013 2.8647 -5.7571 0.082 -0.043 -0.079 0.000
H -3.5013 1.8975 -5.1122 -0.074 0.073 0.367 0.000
H -2.1499 1.0831 -5.7950 0.391 0.027 0.026 0.000
H -0.6659 2.2318 -4.1236 0.432 -0.296 0.478 0.000
H -1.7980 1.0329 -3.3501 0.311 -0.203 0.037 0.000
H -1.7111 3.0735 -2.2460 0.362 0.273 0.421 0.000
C 0.6360 0.0286 4.3104 0.740 0.316 0.409 0.001
C -0.3946 0.7138 3.4505 -0.407 -0.174 -0.544 0.000
O -1.2520 1.4693 4.2585 0.324 -0.023 1.273 0.000
H 1.3802 0.7794 4.5760 0.011 -0.027 0.453 0.000
H 1.2132 -0.7832 3.8677 -0.313 0.056 -0.605 0.000
H 0.2023 -0.4028 5.2126 -0.200 0.262 0.044 0.000
H -0.9633 -0.0377 2.9029 -0.170 -0.203 -0.273 -0.001
H 0.0514 1.3944 2.7253 0.429 -0.209 -0.298 0.000
H -1.9222 1.9495 3.7667 -0.237 -0.195 -0.197 0.000
C -2.6247 3.6273 1.7013 -0.059 0.155 0.299 0.000
C -3.5684 2.4609 1.9283 0.071 0.344 -2.277 0.000
O -3.7004 2.1231 3.2330 -0.133 -0.141 3.182 0.000
H -2.8139 4.4471 2.3942 -0.288 0.012 0.062 0.000
H -2.7373 4.0115 0.6875 0.118 -0.169 0.021 0.000
H -1.5816 3.3522 1.8577 0.049 -0.160 -0.153 0.000
H -3.1598 1.5743 1.4436 -0.092 0.013 -0.915 0.000
H -4.5760 2.6839 1.5775 0.066 0.153 -0.777 0.000
H -4.3729 1.4411 3.2973 0.084 -0.060 0.282 0.000
C -1.6488 6.0437 -1.4283 1.075 -1.238 -0.085 0.000
C -0.3184 5.2027 -1.4364 -1.936 1.486 -0.559 0.000
O -0.5912 3.8657 -1.0717 -0.009 0.501 0.230 -0.001
H -1.4534 7.0648 -1.7556 0.009 0.056 0.340 0.000
H -2.0569 5.9634 -0.4208 -0.181 0.428 -0.080 0.000
H -2.3435 5.6039 -2.1440 -0.069 -0.086 0.085 0.000
H 0.3671 5.6757 -0.7333 0.275 -0.135 -0.050 0.000
H 0.0520 5.2500 -2.4604 0.460 -0.040 -0.029 0.000
H 0.2824 3.5638 -0.8123 0.390 -0.961 0.280 -0.002
C -2.9920 -3.0361 -1.2931 0.028 0.197 -0.053 0.000
C -2.1427 -3.1734 -0.0194 -1.016 0.682 -1.376 0.001
O -2.5993 -4.2451 0.7297 0.492 -0.911 0.661 0.000
H -3.1642 -4.0114 -1.7484 0.383 -0.014 -0.167 0.000
H -2.5238 -2.3374 -1.9865 0.052 -0.142 -0.227 0.000
H -3.9928 -2.6450 -1.1094 -0.037 0.110 0.398 0.000
H -2.2375 -2.2238 0.5073 0.313 0.081 0.340 0.000
H -1.1032 -3.3130 -0.3160 0.113 -0.224 0.248 0.000
H -3.3663 -3.9541 1.2283 -0.248 0.203 0.180 0.000
C 3.3645 4.6410 -0.5666 0.247 1.067 -0.673 -0.001
C 3.1682 3.2103 -0.1693 0.518 1.029 -0.037 0.006
O 1.8397 2.7985 -0.3913 -0.019 0.062 0.335 0.007
H 2.9095 4.8318 -1.5385 0.133 0.043 -0.149 0.000
H 4.4344 4.8412 -0.6258 0.148 -0.141 -0.295 0.000
H 3.0339 5.4385 0.0989 -0.559 -0.415 0.362 0.000
H 3.4804 3.2018 0.8750 -0.133 -0.899 0.234 0.000
H 3.8352 2.6344 -0.8107 0.128 -0.375 0.314 -0.002
H 1.8709 1.8407 -0.4486 -0.278 -0.681 -0.100 0.006
```
Forces are in eV/Å.

## Properties
spin multiplicity = 6
frontier orbital gap (spin up / spin down) = 9.338 / 6.841 eV
HOMO (spin up / spin down) = -9.42 / -8.99 eV
E_LUMO (spin up / spin down) = -0.08 / -2.15 eV
<S²> = 8.7723


Entry 2:
DFT (ωB97M-V/def2-TZVPD) results for a 9-piece molecular cluster, C24H69N3O12 overall in a non-equilibrium geometry.

Structure (XYZ):
```
108
Properties=species:S:1:pos:R:3:forces:R:3:mulliken_spin:R:1
C 14.8839 15.1086 32.9821 -0.905 -0.071 -0.203 0.000
O 15.1299 13.7782 33.5000 -0.370 1.001 -0.878 0.000
H 13.8890 15.4442 33.2748 -0.064 -0.056 0.466 0.000
H 15.5925 15.8815 33.2797 0.294 -0.316 0.255 0.000
H 14.8129 15.1381 31.8948 0.387 -0.467 -0.049 0.000
H 15.9415 13.8306 34.0101 0.315 -0.088 0.491 0.000
C 16.9407 15.1137 30.0811 0.031 -0.594 -0.409 0.000
O 17.5177 16.3497 29.8135 0.663 1.031 -0.018 0.000
H 17.5075 14.3001 29.6284 0.126 -0.228 -0.009 0.000
H 16.9733 14.9722 31.1614 -0.419 -0.018 -0.153 0.000
H 15.9472 15.0846 29.6335 -0.376 -0.325 0.521 0.000
H 17.5458 16.4792 28.8627 0.035 0.075 -0.030 0.000
C 12.4223 13.2805 30.7413 0.087 2.014 -1.465 0.000
O 12.6270 11.9404 30.8465 -0.097 -1.751 0.613 0.000
H 11.4799 13.4938 30.2370 -0.370 -0.145 0.472 0.000
H 12.5276 13.8798 31.6457 -0.251 -0.176 0.480 0.000
H 13.1344 13.7049 30.0336 0.379 0.280 -0.096 0.000
H 13.5768 11.8015 30.8557 0.367 -0.194 0.083 0.000
C 14.6749 17.9964 30.9882 -0.180 -0.215 -0.096 0.000
O 13.4594 18.4069 30.3897 -0.167 -0.394 -0.103 0.000
H 15.5142 18.6268 30.6942 0.072 -0.037 0.126 0.000
H 14.6063 17.8999 32.0717 -0.031 0.461 0.306 0.000
H 14.8676 16.9719 30.6700 0.020 0.177 -0.428 0.000
H 13.2194 19.3092 30.6126 0.244 0.071 0.219 0.000
C 16.7200 11.4621 31.2373 0.422 0.179 -0.131 0.000
O 15.5704 12.3013 31.1201 0.226 -1.046 -0.424 0.000
H 16.6623 10.5127 30.7051 -0.638 0.239 -0.329 0.000
H 17.5810 11.9936 30.8319 0.221 -0.014 -0.017 0.000
H 16.9615 11.1618 32.2569 -0.235 0.241 0.310 0.000
H 15.5194 12.8293 31.9202 -0.223 0.270 0.571 0.000
C 18.2098 13.8880 33.6160 1.381 0.027 -1.160 0.000
O 17.4978 13.9771 34.8186 -0.331 0.113 0.588 0.000
H 18.2302 14.8266 33.0624 -0.407 0.179 0.296 0.000
H 19.2596 13.6805 33.8230 0.073 -0.179 -0.081 0.000
H 17.8197 13.1200 32.9481 -0.032 -0.062 0.076 0.000
H 17.8873 13.3110 35.3898 -0.223 0.010 0.279 0.000
C 12.7473 12.2762 35.1533 -0.031 -1.170 -0.635 0.004
O 12.3206 11.0856 35.8669 0.421 0.885 1.020 0.005
C 10.9891 10.7027 35.5967 -0.178 0.892 -1.993 0.000
C 10.2008 10.2459 36.7514 0.251 -0.234 0.431 0.003
N 9.9695 11.3539 37.6714 -0.658 -0.993 -0.636 0.010
C 9.4279 10.8724 38.9461 2.067 1.267 -0.189 0.004
C 9.1226 12.0743 39.7924 -1.127 -0.606 0.908 0.000
O 10.2839 12.6904 40.3601 -0.394 0.783 -0.965 -0.001
C 9.9531 13.9152 41.0403 1.114 -0.131 0.892 -0.001
H 13.7850 12.4940 35.4061 -0.242 -0.010 0.289 -0.002
H 12.0943 13.1378 35.2920 -0.032 -0.029 0.399 -0.002
H 12.7519 12.0353 34.0903 -0.029 0.096 -0.200 0.001
H 10.9686 9.9572 34.8018 0.147 -0.228 -0.040 0.000
H 10.4490 11.5640 35.2034 -0.035 0.253 -0.239 0.000
H 10.7592 9.4261 37.2032 -0.062 -0.423 0.450 -0.001
H 9.2668 9.8517 36.3509 -0.140 0.009 0.211 0.000
H 10.8839 11.7711 37.7704 -0.143 0.186 0.362 0.003
H 10.2446 10.3816 39.4753 -0.036 -0.880 0.349 -0.001
H 8.6029 10.1761 38.7956 -0.063 0.342 0.041 0.000
H 8.5792 11.7102 40.6643 -0.660 0.208 -0.020 0.000
H 8.5378 12.7655 39.1855 0.010 0.296 0.247 -0.001
H 9.5800 14.8022 40.5283 -0.136 -0.540 -1.138 0.000
H 10.9248 14.2183 41.4302 -0.123 0.169 0.428 0.000
H 9.2587 13.7675 41.8673 0.053 -0.415 0.097 0.000
C 14.7959 15.2502 36.5989 0.686 -0.923 1.023 -0.002
O 13.7378 14.5517 37.2413 -1.358 0.405 -0.050 0.006
C 14.1111 13.6137 38.1987 -0.361 0.040 -0.419 0.019
C 12.8589 13.2465 38.9609 0.468 1.153 1.014 0.016
N 13.1212 12.3184 40.0211 -0.589 -2.627 -1.442 0.786
C 13.6448 11.0066 39.6532 0.988 -1.740 1.267 0.026
C 13.4973 9.8609 40.7329 -0.150 1.410 0.167 -0.005
O 14.2688 10.1181 41.8607 1.101 0.988 -0.652 0.005
C 14.1093 9.1353 42.8316 -0.199 -0.792 0.654 -0.001
H 15.3945 14.4732 36.1237 0.360 0.474 -0.399 0.001
H 15.3608 15.7143 37.4074 0.448 0.286 -0.200 0.001
H 14.4692 16.0241 35.9042 -0.455 -0.414 0.106 0.000
H 14.8408 13.9989 38.9109 0.378 0.045 -0.033 -0.004
H 14.4283 12.6737 37.7472 0.715 0.022 -0.296 0.003
H 12.1559 12.7015 38.3309 -0.172 0.166 -0.295 0.069
H 12.3551 14.1022 39.4105 -0.082 0.063 -0.310 0.016
H 12.2813 12.0860 40.5315 -0.787 0.952 1.220 -0.038
H 14.6605 11.0120 39.2578 -0.032 0.352 0.086 0.017
H 12.9987 10.6369 38.8570 -0.233 0.258 -0.631 0.060
H 13.7577 8.8879 40.3160 0.044 0.036 -0.520 0.002
H 12.4684 9.8012 41.0876 -0.616 -0.009 -0.394 0.000
H 13.1255 9.2438 43.2880 -0.067 -0.061 0.340 0.000
H 14.9042 9.1859 43.5757 -0.152 0.402 -0.066 0.000
H 14.1642 8.1297 42.4146 0.012 -0.160 -0.262 0.001
C 11.0764 17.2471 33.5993 -0.005 -0.468 0.313 0.000
O 11.1723 18.5414 34.1828 -0.401 -0.211 -1.647 0.000
C 12.4474 19.1056 34.3734 0.238 -0.382 1.623 0.000
C 12.3095 20.5328 34.8092 -1.279 -0.224 0.257 0.000
N 11.6921 21.3904 33.8310 1.104 2.085 0.110 0.000
C 11.7196 22.8211 34.2925 -1.405 -1.124 -0.335 0.000
C 10.6790 23.5608 33.4733 0.272 1.257 -0.951 0.000
O 9.3950 22.9534 33.4993 -0.588 -0.060 0.005 0.000
C 8.3978 23.5727 32.6290 0.944 -0.841 0.507 0.000
H 10.0690 17.0273 33.2457 -0.223 0.623 0.241 0.000
H 11.2814 16.4741 34.3398 0.213 -0.105 0.353 0.000
H 11.6944 17.0041 32.7350 0.521 0.729 -0.103 0.000
H 13.2416 19.0062 33.6335 -0.572 -0.300 -0.820 0.000
H 12.8295 18.6476 35.2858 0.572 -0.522 0.190 0.000
H 13.2894 20.8379 35.1765 0.066 0.508 -0.404 0.000
H 11.6344 20.5508 35.6648 0.163 -0.306 0.698 0.000
H 10.7128 21.1745 33.7111 -0.061 -0.405 0.069 0.000
H 12.7329 23.2219 34.2660 -0.119 0.175 -0.594 0.000
H 11.3744 23.0325 35.3045 0.068 -0.883 0.742 0.000
H 11.0620 23.6503 32.4567 -0.238 -0.163 -0.470 0.000
H 10.5824 24.5847 33.8344 0.098 0.235 0.204 0.000
H 8.8848 23.6937 31.6613 -0.349 0.375 -0.151 0.000
H 7.9434 24.4806 33.0258 0.657 0.401 0.111 0.000
H 7.5401 22.9065 32.5368 0.379 -0.436 0.004 0.000
```
Forces are in eV/Å.

## Properties
charge = +1
spin multiplicity = 2
frontier orbital gap (spin up / spin down) = 8.056 / 3.004 eV
HOMO (spin up / spin down) = -10.10 / -10.10 eV
E_LUMO (spin up / spin down) = -2.05 / -7.10 eV
<S²> = 0.7540


Electronic energy (eV)
-84958.4254 -55031.1786